1.
Here is a molecular structure, C31H27N5O6V from the Open Molecules 2025 dataset. Energies are from ωB97M-V/def2-TZVPD.

XYZ file:
```
70
Properties=species:S:1:pos:R:3:lowdin_charge:R:1
V 0.132 -0.309 0.182 1.107
C 0.733 -2.887 3.383 0.013
C -0.161 -2.119 2.466 -0.356
O 0.464 -1.272 1.661 -0.145
C -1.502 -2.243 2.425 0.032
C -2.339 -1.521 1.508 -0.251
C -3.812 -1.781 1.539 -0.002
N -1.847 -0.687 0.640 -0.012
N -2.755 -0.127 -0.251 0.135
C -2.129 0.424 -1.222 -0.388
O -0.795 0.434 -1.234 -0.147
C -2.830 1.115 -2.310 -0.153
C -4.219 1.245 -2.273 -0.022
C -4.875 1.912 -3.291 -0.064
C -4.153 2.448 -4.351 -0.065
C -2.773 2.317 -4.391 -0.063
C -2.109 1.654 -3.371 -0.015
H 1.147 -3.746 2.849 0.105
H 0.187 -3.251 4.250 0.094
H 1.561 -2.260 3.707 0.090
H -1.978 -2.928 3.108 0.125
H -4.084 -2.332 2.436 0.085
H -4.086 -2.373 0.664 0.107
H -4.369 -0.849 1.480 0.085
H -4.767 0.812 -1.446 0.113
H -5.952 2.011 -3.264 0.109
H -4.668 2.967 -5.148 0.110
H -2.213 2.729 -5.220 0.110
H -1.033 1.543 -3.397 0.115
C 3.250 1.702 -0.624 0.032
C 2.936 0.356 -1.163 -0.276
N 1.859 -0.388 -0.908 0.073
C 1.975 -1.547 -1.644 -0.090
C 3.134 -1.516 -2.342 -0.044
N 3.716 -0.313 -2.023 0.210
C 3.805 -2.444 -3.294 -0.475
O 3.173 -3.561 -3.567 0.164
O 4.848 -2.102 -3.789 0.131
C 0.866 -2.524 -1.532 -0.509
O 0.904 -3.581 -2.143 0.107
O -0.069 -2.098 -0.756 -0.063
H 2.368 2.125 -0.154 0.065
H 3.579 2.364 -1.424 0.100
H 4.045 1.646 0.121 0.097
H 4.602 -0.021 -2.416 0.189
H 2.308 -3.650 -3.077 0.083
N 0.291 1.231 1.030 0.082
C 0.200 2.174 1.888 -0.198
C 1.414 2.655 2.567 -0.175
C 2.444 1.750 2.839 -0.026
C 3.593 2.184 3.473 -0.056
C 3.730 3.525 3.814 -0.048
C 2.717 4.431 3.530 -0.048
C 1.555 4.000 2.914 -0.011
C -1.127 2.736 2.174 -0.161
C -2.060 2.832 1.140 -0.006
C -3.322 3.336 1.399 -0.044
C -3.660 3.723 2.688 -0.047
C -2.737 3.616 3.724 -0.051
C -1.467 3.131 3.471 -0.015
H 2.315 0.706 2.578 0.111
H 4.382 1.483 3.709 0.114
H 4.632 3.864 4.306 0.115
H 2.835 5.474 3.790 0.116
H 0.766 4.703 2.679 0.127
H -1.775 2.552 0.135 0.107
H -4.039 3.430 0.594 0.114
H -4.649 4.112 2.891 0.115
H -3.012 3.909 4.728 0.114
H -0.748 3.032 4.273 0.125
```

Computed properties:
Spin multiplicity = 1
HOMO (spin up / spin down) = -11.073 / -11.073 eV
Energy above the lowest of the compared OMol25 structures with the same formula, charge and spin = 0.00 kcal/mol
Charge = +1
Max |F| = 0.743 eV/A


2.
Here is a molecular structure, C31H27N5OPSc from the Open Molecules 2025 dataset. Energies are from ωB97M-V/def2-TZVPD.

XYZ file:
```
66
Properties=species:S:1:pos:R:3:lowdin_charge:R:1
Sc 0.169 -0.518 -1.377 1.025
C 0.490 -4.656 0.044 0.016
C -0.005 -3.381 -0.535 -0.208
N 0.543 -2.238 -0.283 -0.067
N 1.656 -2.124 0.500 0.109
C 2.343 -1.047 0.187 -0.373
O 1.950 -0.262 -0.801 -0.135
C 3.559 -0.749 0.935 -0.167
C 4.429 0.239 0.472 -0.018
C 5.569 0.547 1.191 -0.054
C 5.843 -0.130 2.373 -0.049
C 4.984 -1.121 2.834 -0.053
C 3.846 -1.438 2.116 -0.019
C -1.114 -3.301 -1.508 -0.196
C -1.977 -4.354 -1.753 0.033
C -2.959 -4.212 -2.724 0.007
C -3.055 -3.017 -3.417 -0.008
C -2.169 -2.000 -3.108 -0.089
N -1.215 -2.125 -2.182 0.008
H 1.509 -4.510 0.392 0.087
H 0.458 -5.465 -0.684 0.100
H -0.123 -4.949 0.901 0.115
H 4.199 0.750 -0.454 0.119
H 6.245 1.311 0.832 0.114
H 6.737 0.113 2.932 0.116
H 5.208 -1.646 3.753 0.114
H 3.168 -2.207 2.459 0.115
H -1.888 -5.272 -1.189 0.131
H -3.639 -5.026 -2.939 0.133
H -3.797 -2.871 -4.189 0.127
H -2.225 -1.047 -3.621 0.122
N -1.404 2.260 -0.948 -0.098
P -1.469 0.880 0.080 1.027
C -2.861 1.304 1.149 -0.364
C -2.755 2.442 1.952 -0.081
C -3.821 2.812 2.752 -0.044
C -4.979 2.041 2.765 -0.040
C -5.074 0.899 1.985 -0.054
C -4.015 0.527 1.170 -0.085
C -0.045 1.173 1.196 -0.404
C 0.017 0.416 2.370 -0.088
C 1.021 0.652 3.293 -0.047
C 1.967 1.638 3.046 -0.044
C 1.927 2.369 1.868 -0.050
C 0.933 2.131 0.932 -0.088
C -0.827 2.313 -2.190 -0.357
C -0.856 3.495 -2.940 0.021
C -0.255 3.522 -4.174 -0.004
C 0.349 2.362 -4.674 -0.031
C 0.329 1.240 -3.897 -0.108
N -0.225 1.199 -2.657 -0.021
H -1.845 3.109 -0.624 0.124
H -1.832 3.012 1.968 0.115
H -3.742 3.692 3.375 0.120
H -5.807 2.334 3.396 0.121
H -5.974 0.300 2.010 0.118
H -4.087 -0.362 0.554 0.103
H -0.765 -0.308 2.579 0.119
H 1.051 0.089 4.216 0.121
H 2.750 1.828 3.769 0.122
H 2.664 3.139 1.684 0.121
H 0.887 2.734 0.034 0.107
H -1.344 4.371 -2.535 0.130
H -0.250 4.432 -4.760 0.132
H 0.819 2.345 -5.646 0.125
H 0.773 0.316 -4.256 0.125
```

Computed properties:
Spin multiplicity = 1
HOMO = -13.551 eV
Energy above the lowest of the compared OMol25 structures with the same formula, charge and spin = 11.01 kcal/mol
Charge = +2
Max |F| = 1.623 eV/A


3.
Here is a molecular structure, C31H27NP2RuS5Sb from the Open Molecules 2025 dataset. Energies are from ωB97M-V/def2-TZVPD.

XYZ file:
```
68
Properties=species:S:1:pos:R:3:lowdin_charge:R:1
Ru -1.855 -0.779 -2.005 0.456
S -3.040 1.581 0.919 0.289
P -1.459 0.385 1.089 0.434
C -0.814 -0.188 -0.413 -0.661
P 0.735 -0.461 -1.111 0.451
S 0.382 -0.128 -3.057 0.310
C 1.231 -2.200 -0.860 -0.352
C 1.408 -3.058 -1.938 -0.107
C 1.653 -4.408 -1.723 -0.084
C 1.727 -4.907 -0.434 -0.097
C 1.553 -4.055 0.650 -0.083
C 1.301 -2.712 0.435 -0.112
C 2.146 0.511 -0.503 -0.326
C 2.030 1.899 -0.532 -0.091
C 3.092 2.696 -0.141 -0.082
C 4.285 2.113 0.269 -0.093
C 4.412 0.733 0.287 -0.086
C 3.345 -0.068 -0.100 -0.073
C -0.155 1.306 2.001 -0.337
C -0.225 2.692 2.099 -0.119
C 0.773 3.406 2.746 -0.090
C 1.860 2.741 3.297 -0.097
C 1.934 1.358 3.212 -0.081
C 0.926 0.646 2.577 -0.086
C -1.816 -0.989 2.223 -0.361
C -1.773 -2.302 1.776 -0.142
C -2.074 -3.343 2.648 -0.077
C -2.402 -3.070 3.966 -0.091
C -2.453 -1.752 4.415 -0.096
C -2.170 -0.714 3.543 -0.100
H 1.306 -2.669 -2.943 0.060
H 1.753 -5.075 -2.570 0.105
H 1.891 -5.965 -0.270 0.101
H 1.577 -4.444 1.661 0.104
H 1.118 -2.063 1.283 0.085
H 1.101 2.345 -0.867 0.094
H 2.990 3.775 -0.153 0.104
H 5.115 2.738 0.577 0.098
H 5.342 0.276 0.602 0.100
H 3.448 -1.146 -0.090 0.100
H -1.086 3.199 1.679 0.051
H 0.703 4.485 2.818 0.099
H 2.645 3.297 3.793 0.099
H 2.776 0.829 3.643 0.104
H 0.977 -0.435 2.546 0.095
H -1.537 -2.529 0.743 0.020
H -2.064 -4.357 2.266 0.077
H -2.638 -3.879 4.646 0.095
H -2.723 -1.537 5.441 0.094
H -2.226 0.314 3.882 0.103
S -2.142 -4.888 -0.783 -0.336
Sb -3.529 -3.498 -1.937 0.100
S -3.780 -1.379 -0.822 -0.095
S -2.143 -2.432 -3.614 -0.179
N -2.796 1.037 -2.195 -0.094
C -2.103 2.067 -2.919 -0.331
C -2.097 2.058 -4.303 -0.058
C -1.372 3.022 -4.986 -0.087
C -0.659 3.987 -4.288 -0.099
C -0.683 3.993 -2.901 -0.086
C -1.408 3.035 -2.209 -0.052
H -3.690 0.806 -2.626 0.090
H -3.011 1.342 -1.231 -0.073
H -2.617 1.268 -4.834 0.116
H -1.349 3.006 -6.068 0.101
H -0.084 4.731 -4.825 0.096
H -0.127 4.743 -2.352 0.101
H -1.433 3.008 -1.126 0.081
```

Computed properties:
Spin multiplicity = 1
HOMO (spin up / spin down) = -3.518 / -3.465 eV
Energy above the lowest of the compared OMol25 structures with the same formula, charge and spin = 18.51 kcal/mol
Charge = -1
Max |F| = 1.740 eV/A


4.
Here is a molecular structure, C31H28BiBrN5O4SSi from the Open Molecules 2025 dataset. Energies are from ωB97M-V/def2-TZVPD.

XYZ file:
```
72
Properties=species:S:1:pos:R:3:lowdin_charge:R:1
Bi -13.794 2.087 14.925 1.723
O -9.693 1.962 12.917 -0.003
C -10.623 2.305 13.682 -0.586
O -11.588 1.563 14.122 -0.260
C -10.567 3.806 14.051 -0.194
C -9.910 4.637 13.079 0.020
C -9.679 5.950 13.426 -0.021
C -10.094 6.444 14.670 -0.156
C -9.840 7.805 15.029 -0.044
C -10.196 8.239 16.285 -0.101
C -10.808 7.321 17.169 -0.081
C -11.148 6.031 16.773 -0.021
C -10.792 5.528 15.537 -0.242
N -11.044 4.261 15.165 0.155
H -9.729 4.196 12.133 0.098
H -9.076 6.637 12.804 0.117
H -9.399 8.416 14.257 0.099
H -9.964 9.270 16.593 0.101
H -10.972 7.635 18.201 0.098
H -11.705 5.363 17.423 0.108
C -17.437 7.004 15.202 -0.186
Si -15.939 7.466 16.221 0.534
C -14.571 8.150 15.030 -0.179
C -16.287 8.737 17.570 -0.195
C -15.236 5.980 17.147 -0.257
C -15.342 5.962 18.531 -0.106
C -14.917 4.876 19.370 -0.059
C -14.383 3.785 18.685 -0.149
N -14.100 3.876 17.378 -0.027
C -14.571 4.831 16.555 -0.750
S -14.356 4.628 14.837 0.508
H -17.823 7.910 14.690 0.034
H -18.244 6.668 15.891 0.037
H -17.316 6.197 14.499 0.014
H -14.709 9.257 15.015 0.024
H -14.730 7.841 14.007 0.011
H -13.561 7.962 15.357 0.005
H -16.445 9.703 17.041 0.037
H -15.426 8.840 18.209 0.023
H -17.153 8.483 18.166 0.026
H -15.763 6.850 19.031 0.078
H -15.132 4.878 20.454 0.097
H -14.094 2.854 19.171 0.100
N -9.274 -2.125 19.265 0.082
C -9.925 -1.044 18.748 -0.338
C -9.290 -0.089 17.905 -0.021
C -10.116 0.857 17.339 -0.163
N -11.425 0.912 17.530 0.050
C -11.925 0.211 18.530 -0.175
C -11.231 -0.765 19.189 -0.036
H -8.461 -2.484 18.782 0.093
H -9.839 -2.791 19.835 0.114
H -8.213 -0.154 17.654 0.110
H -9.737 1.559 16.610 0.100
H -13.001 0.334 18.610 0.065
H -11.708 -1.340 19.977 0.104
Br -17.980 -1.235 7.832 0.742
C -16.718 -0.441 8.942 -0.732
C -15.765 -1.259 9.557 -0.137
C -15.050 -0.843 10.672 -0.006
C -15.241 0.474 11.103 -0.132
C -15.917 1.420 10.293 -0.001
C -16.679 0.941 9.219 -0.113
C -14.729 0.790 12.466 -0.610
O -14.256 -0.075 13.242 -0.054
O -14.729 2.059 12.764 -0.248
H -15.573 -2.278 9.231 0.099
H -14.410 -1.506 11.230 0.121
H -15.827 2.467 10.567 0.116
H -17.334 1.648 8.675 0.107
N -15.337 0.121 17.586 -0.097
C -15.021 0.770 16.675 -0.470
```

Computed properties:
Spin multiplicity = 1
HOMO = -5.614 eV
Energy above the lowest of the compared OMol25 structures with the same formula, charge and spin = 19.92 kcal/mol
Charge = -1
Max |F| = 2.607 eV/A


Question: Among the records above, which one has the highest max |F|?
Answer: C31H28BiBrN5O4SSi